[1]
This record from the OMol25 dataset describes a 2-piece molecular cluster, C24H26N2O4S overall. The level of theory is the ωB97M-V functional and the def2-TZVPD basis.

Cartesian coordinates (Å):
C: -2.25 -6.29 2.83
O: -1.78 -5.06 3.43
C: -1.06 -4.19 2.69
C: -0.54 -3.05 3.36
C: 0.26 -2.17 2.69
C: 0.61 -2.35 1.32
C: 1.51 -1.44 0.71
C: 2.39 -1.71 -0.36
C: 3.19 -0.66 -0.89
C: 3.94 -0.88 -2.03
C: 3.92 -2.15 -2.67
O: 4.56 -2.17 -3.86
C: 5.06 -0.80 -4.12
C: 4.79 0.03 -2.86
C: 3.25 -3.25 -2.09
C: 2.56 -3.03 -0.93
C: 0.01 -3.46 0.65
C: -0.79 -4.37 1.31
H: -2.83 -6.76 3.61
H: -2.89 -6.08 1.95
H: -1.41 -6.93 2.53
H: -0.78 -2.93 4.41
H: 0.67 -1.30 3.21
H: 1.62 -0.46 1.20
H: 3.19 0.32 -0.42
H: 6.12 -0.87 -4.36
H: 4.52 -0.40 -4.98
H: 4.27 0.97 -3.08
H: 5.73 0.28 -2.35
H: 3.32 -4.22 -2.57
H: 2.10 -3.88 -0.43
H: 0.18 -3.59 -0.42
H: -1.19 -5.23 0.78
C: -0.98 5.84 -1.73
C: -1.51 4.53 -2.24
N: -1.68 3.51 -1.15
C: -0.55 2.72 -0.83
O: 0.51 2.90 -1.48
C: -0.70 1.78 0.20
C: -1.81 1.85 1.05
O: -1.91 1.22 2.13
N: -2.88 2.69 0.65
C: -4.05 2.80 1.57
C: -3.87 3.86 2.62
C: -2.74 3.70 -0.29
S: -3.73 5.05 -0.33
H: -0.87 6.52 -2.58
H: -1.65 6.31 -1.00
H: 0.00 5.71 -1.26
H: -2.51 4.66 -2.66
H: -0.84 4.09 -2.97
H: 0.10 1.10 0.42
H: -4.90 3.03 0.93
H: -4.18 1.81 2.02
H: -4.75 3.86 3.27
H: -2.98 3.66 3.23
H: -3.77 4.86 2.18

## Properties
LUMO in eV: -2.93
Gap between HOMO and LUMO in eV: 3.2821
Net charge: 0
Relative energy (zero: lowest compared OMol25 entry of this formula, charge and spin) in eV: 3.505
Spin multiplicity: 1
HOMO energy in eV: -6.214



[2]
This record from the OMol25 dataset describes C2H3NOS2 as an isolated structure. The level of theory is the ωB97M-V functional and the def2-TZVPD basis.

Cartesian coordinates (Å):
C: 0.92 -1.01 0.06
C: -1.63 -0.01 0.37
H: 1.72 1.89 -0.68
H: 1.73 -1.84 0.25
H: -1.25 0.69 1.10
N: 1.60 0.04 -0.16
O: 0.86 1.22 -0.31
S: -0.75 -1.14 -0.38
S: -3.21 0.15 -0.25

## Properties
LUMO in eV: -0.53
Gap between HOMO and LUMO in eV: 8.2536
Net charge: 0
Relative energy (zero: lowest compared OMol25 entry of this formula, charge and spin) in eV: 4.102
Spin multiplicity: 1
HOMO energy in eV: -8.780



[3]
This record from the OMol25 dataset describes a 11-piece molecular cluster, C40H70Br10NO14S3 overall. The level of theory is the ωB97M-V functional and the def2-TZVPD basis.

Cartesian coordinates (Å):
C: 1.82 -1.71 0.64
C: 0.50 -0.89 0.49
C: -0.45 -1.20 1.67
C: -1.56 -0.23 2.01
C: -1.02 1.12 2.09
C: -0.21 1.70 0.84
N: 0.79 0.61 0.40
O: 2.05 0.92 -0.13
C: 0.56 2.92 1.28
C: -1.17 1.97 -0.30
C: -0.21 -1.25 -0.77
H: 2.28 -1.39 1.57
H: 2.58 -1.51 -0.11
H: 1.73 -2.80 0.57
H: 0.25 -1.21 2.50
H: -0.63 -2.27 1.76
H: -2.17 -0.54 2.85
H: -2.26 -0.25 1.17
H: -0.52 1.12 3.06
H: -1.81 1.85 2.28
H: 1.40 2.64 1.92
H: -0.14 3.62 1.73
H: 0.99 3.53 0.48
H: -1.70 1.08 -0.62
H: -0.76 2.28 -1.26
H: -1.98 2.69 -0.16
H: 0.17 -0.68 -1.63
H: -1.28 -1.03 -0.81
H: -0.23 -2.30 -1.07
Br: -2.22 -6.21 0.63
C: -1.29 -7.74 1.60
C: 0.25 -7.50 1.69
Br: 0.51 -6.38 3.25
H: -1.45 -8.64 1.01
H: -1.79 -7.78 2.57
H: 0.60 -7.00 0.79
H: 0.90 -8.34 1.91
Br: -0.22 4.53 -9.52
C: -0.71 2.87 -8.41
C: 0.51 2.26 -7.69
Br: -0.12 1.38 -6.11
H: -1.18 2.18 -9.11
H: -1.46 3.20 -7.70
H: 1.35 2.91 -7.45
H: 0.97 1.66 -8.48
Br: -4.07 -0.51 7.61
C: -5.75 0.47 7.38
C: -6.63 0.23 8.64
Br: -8.39 1.16 8.30
H: -6.25 0.23 6.44
H: -5.46 1.51 7.34
H: -6.24 0.69 9.55
H: -6.77 -0.85 8.73
Br: -5.67 5.27 4.32
C: -6.43 6.80 5.22
C: -7.32 6.43 6.41
Br: -7.85 8.10 7.36
H: -7.07 7.30 4.50
H: -5.66 7.49 5.58
H: -6.83 5.74 7.10
H: -8.22 5.90 6.10
Br: 6.68 -3.28 7.31
C: 7.40 -3.91 5.52
C: 6.30 -4.48 4.63
Br: 5.62 -6.21 5.42
H: 8.07 -4.76 5.65
H: 7.77 -3.00 5.04
H: 6.70 -4.63 3.63
H: 5.39 -3.88 4.55
O: 3.29 2.71 6.04
S: 3.82 1.36 5.95
O: 3.74 0.50 4.74
O: 5.37 1.24 6.53
C: 6.23 2.34 6.13
C: 7.53 1.66 5.53
C: 3.06 0.44 7.35
H: 6.39 3.09 6.90
H: 5.78 2.88 5.30
H: 7.27 1.09 4.64
H: 7.83 0.91 6.27
H: 8.28 2.43 5.38
H: 3.78 -0.29 7.71
H: 2.23 -0.25 7.17
H: 2.93 1.09 8.22
O: -3.18 -3.93 -6.62
S: -2.81 -4.73 -5.47
O: -3.19 -4.36 -4.14
O: -3.22 -6.32 -5.71
C: -3.40 -7.15 -4.57
C: -2.21 -8.06 -4.23
C: -0.95 -4.84 -5.54
H: -4.28 -7.76 -4.82
H: -3.58 -6.63 -3.63
H: -1.19 -7.66 -4.24
H: -2.22 -8.99 -4.81
H: -2.34 -8.45 -3.22
H: -0.76 -3.97 -6.16
H: -0.62 -5.72 -6.09
H: -0.36 -4.78 -4.62
O: 3.09 5.14 -4.41
S: 3.66 6.18 -5.29
O: 4.24 5.78 -6.58
O: 2.40 7.11 -5.74
C: 1.44 7.50 -4.80
C: 0.28 6.60 -4.66
C: 4.68 7.46 -4.37
H: 1.06 8.50 -5.02
H: 2.01 7.70 -3.89
H: -0.36 6.92 -3.84
H: 0.49 5.54 -4.57
H: -0.25 6.62 -5.61
H: 5.72 7.16 -4.25
H: 4.29 7.59 -3.36
H: 4.72 8.33 -5.02
C: -6.72 0.66 0.48
C: -7.23 0.26 1.68
C: -7.32 -1.09 2.21
O: -7.93 -1.48 3.21
C: -6.62 -1.97 1.25
C: -6.22 -1.61 -0.01
C: -6.32 -0.24 -0.53
O: -6.07 0.13 -1.67
H: -6.74 1.71 0.22
H: -7.71 1.04 2.25
H: -6.38 -2.98 1.55
H: -5.80 -2.39 -0.63
C: 5.10 -2.22 -7.92
C: 4.40 -2.64 -6.80
C: 4.09 -1.75 -5.74
O: 3.31 -2.00 -4.83
C: 4.78 -0.49 -5.78
C: 5.45 -0.03 -6.89
C: 5.69 -0.86 -8.14
O: 6.43 -0.52 -9.11
H: 5.39 -3.00 -8.60
H: 4.08 -3.67 -6.72
H: 4.72 0.14 -4.91
H: 5.90 0.96 -6.85

## Properties
LUMO in eV: -6.68
Gap between HOMO and LUMO in eV: 4.8084
Net charge: +1
Spin multiplicity: 1
HOMO energy in eV: -11.485



[4]
This record from the OMol25 dataset describes C25H45N3O4PSSbTi as an isolated structure. The level of theory is the ωB97M-V functional and the def2-TZVPD basis.

Cartesian coordinates (Å):
Ti: 0.47 0.02 -0.02
C: -2.15 -4.06 -0.49
O: -0.86 -3.85 -1.13
C: -0.17 -2.79 -0.86
O: -0.54 -1.83 -0.16
N: 1.06 -2.79 -1.40
N: 1.82 -1.64 -1.14
H: -2.14 -5.09 -0.14
H: -2.92 -3.92 -1.25
H: -2.28 -3.36 0.33
H: 1.41 -3.57 -1.94
H: 2.07 -1.19 -2.02
H: 2.66 -1.88 -0.63
S: 0.88 1.62 -4.18
C: -0.73 1.06 -4.10
C: -1.04 0.56 -2.87
C: 0.05 0.60 -1.94
C: 1.16 1.16 -2.55
C: 2.42 1.35 -1.84
C: 3.56 1.95 -2.37
C: 4.69 2.06 -1.59
C: 4.67 1.57 -0.29
C: 3.51 0.99 0.17
N: 2.40 0.87 -0.58
H: -1.36 1.13 -4.96
H: -2.02 0.15 -2.65
H: 3.55 2.33 -3.39
H: 5.58 2.53 -1.99
H: 5.53 1.64 0.35
H: 3.44 0.61 1.18
C: 2.77 -2.55 4.33
C: 2.75 -1.62 3.11
C: 3.40 -2.31 1.91
P: 1.12 -0.81 2.70
C: -0.29 -1.98 3.04
C: -0.84 -2.05 4.46
C: 0.00 -3.39 2.51
C: 1.06 0.61 3.90
C: 2.08 1.68 3.50
C: 1.28 0.31 5.38
H: 3.81 -2.68 4.66
H: 2.39 -3.53 4.09
H: 2.21 -2.16 5.17
H: 3.37 -0.75 3.35
H: 2.83 -3.18 1.57
H: 4.40 -2.67 2.20
H: 3.54 -1.61 1.09
H: -1.09 -1.57 2.41
H: -0.10 -2.46 5.16
H: -1.71 -2.71 4.48
H: -1.15 -1.08 4.84
H: 0.59 -3.96 3.22
H: 0.52 -3.39 1.56
H: -0.95 -3.93 2.39
H: 0.06 1.03 3.75
H: 3.10 1.37 3.73
H: 1.89 2.59 4.08
H: 2.03 1.96 2.45
H: 2.31 0.03 5.58
H: 0.63 -0.46 5.78
H: 1.08 1.22 5.95
C: -2.89 2.49 -0.39
Sb: -2.22 0.68 0.47
C: -3.63 -0.70 -0.32
C: -2.87 0.85 2.48
H: -3.78 2.83 0.13
H: -3.12 2.33 -1.44
H: -2.11 3.25 -0.29
H: -4.61 -0.22 -0.36
H: -3.71 -1.57 0.33
H: -3.36 -1.02 -1.32
H: -3.96 0.81 2.51
H: -2.52 1.80 2.87
H: -2.47 0.04 3.08
C: 0.76 4.44 0.43
O: 0.92 3.06 -0.01
C: 0.30 2.12 0.69
O: -0.35 2.39 1.69
H: -0.26 4.60 0.78
H: 0.98 5.05 -0.44
H: 1.46 4.64 1.23

## Properties
LUMO in eV: -6.53
Gap between HOMO and LUMO in eV: 7.4162
Net charge: +2
Relative energy (zero: lowest compared OMol25 entry of this formula, charge and spin) in eV: 1.098
Spin multiplicity: 1
HOMO energy in eV: -13.947



[5]
This record from the OMol25 dataset describes C33H34ClF4GeN2O5SSc as an isolated structure. The level of theory is the ωB97M-V functional and the def2-TZVPD basis.

Cartesian coordinates (Å):
Sc: -1.01 1.66 -0.23
C: -4.55 1.75 -0.96
N: -3.84 1.96 0.29
C: -4.35 3.11 1.00
C: -3.79 0.75 1.08
C: -2.97 0.93 2.35
N: -1.71 1.59 2.06
C: -1.01 2.05 3.09
C: 0.21 2.74 2.84
F: 0.60 2.83 1.55
C: 1.03 3.25 3.81
F: 2.17 3.87 3.44
C: 0.73 3.15 5.16
C: -0.43 2.46 5.45
F: -0.77 2.29 6.75
C: -1.27 1.93 4.49
F: -2.32 1.21 4.96
H: -5.63 1.57 -0.78
H: -4.11 0.91 -1.49
H: -4.42 2.62 -1.60
H: -5.38 2.96 1.36
H: -4.34 3.97 0.33
H: -3.71 3.34 1.85
H: -3.32 -0.02 0.45
H: -4.80 0.40 1.36
H: -2.83 -0.06 2.79
H: -3.57 1.50 3.07
H: 1.36 3.57 5.92
O: 0.50 4.20 -2.77
Cl: 0.63 3.94 -1.37
O: 1.65 4.77 -0.81
O: 0.96 2.54 -1.15
O: -0.62 4.16 -0.68
O: -1.89 1.78 -1.85
S: -1.55 -0.29 -2.46
C: -0.67 0.60 -3.82
C: -0.14 -0.39 -4.84
C: -1.09 -1.59 -4.80
C: -1.17 -1.92 -3.32
H: 0.06 1.27 -3.37
H: -1.45 1.24 -4.23
H: 0.86 -0.73 -4.57
H: -0.07 0.05 -5.84
H: -0.73 -2.43 -5.40
H: -2.08 -1.30 -5.18
H: -0.19 -2.29 -2.99
H: -1.94 -2.64 -3.03
C: -0.83 -0.49 -0.94
Ge: 0.78 -1.36 -0.56
C: 2.44 -1.10 -1.68
C: 3.47 -2.04 -1.64
C: 4.65 -1.86 -2.36
C: 4.82 -0.73 -3.15
C: 3.81 0.22 -3.19
C: 2.63 0.03 -2.47
C: 1.35 -0.72 1.22
C: 2.59 -0.12 1.46
C: 2.97 0.25 2.75
C: 2.12 0.01 3.82
C: 0.88 -0.57 3.60
C: 0.50 -0.91 2.31
C: 0.89 -3.35 -0.20
C: 0.35 -4.32 -1.06
C: 0.46 -5.68 -0.80
C: 1.11 -6.12 0.35
C: 1.65 -5.18 1.22
C: 1.54 -3.82 0.94
H: 3.36 -2.93 -1.04
H: 5.43 -2.61 -2.30
H: 5.73 -0.58 -3.71
H: 3.92 1.12 -3.79
H: 1.87 0.81 -2.49
H: 3.27 0.06 0.63
H: 3.93 0.73 2.91
H: 2.41 0.30 4.82
H: 0.20 -0.73 4.42
H: -0.48 -1.35 2.14
H: -0.18 -4.01 -1.95
H: 0.03 -6.39 -1.49
H: 1.20 -7.18 0.56
H: 2.16 -5.50 2.12
H: 1.97 -3.11 1.64

## Properties
LUMO in eV: 4.44
Gap between HOMO and LUMO in eV: 5.3187
Net charge: -2
Relative energy (zero: lowest compared OMol25 entry of this formula, charge and spin) in eV: 1.251
Spin multiplicity: 1
HOMO energy in eV: -0.875



[6]
This record from the OMol25 dataset describes C3H4O3Yb as an isolated structure. The level of theory is the ωB97M-V functional and the def2-TZVPD basis.

Cartesian coordinates (Å):
C: -1.73 -1.43 0.09
C: -0.43 -1.66 -0.03
O: 0.57 -0.72 0.06
C: 1.85 -1.09 -0.04
O: 2.44 0.09 -0.09
Yb: 0.93 1.80 -0.04
H: -2.44 -2.20 -0.19
H: -2.08 -0.56 0.66
H: 3.40 0.05 -0.16
O: -0.83 2.88 -0.37
H: -1.67 2.83 0.10

## Properties
LUMO (spin up / spin down) in eV: -4.86 / -5.12
Gap between HOMO and LUMO (spin up / spin down) in eV: 7.7373 / 7.4715
Net charge: +1
Relative energy (zero: lowest compared OMol25 entry of this formula, charge and spin) in eV: 3.273
Spin multiplicity: 2
HOMO energy (spin up / spin down) in eV: -12.594 / -12.593
Expectation value of S²: 0.76



[7]
This record from the OMol25 dataset describes a 2-piece molecular cluster, CH4IOPS overall. The level of theory is the ωB97M-V functional and the def2-TZVPD basis.

Cartesian coordinates (Å):
C: -0.08 1.19 -0.06
O: 2.10 -1.44 0.29
P: -0.60 -0.53 -0.45
S: -0.82 -1.04 -2.34
I: -2.24 -1.18 1.24
H: 1.00 1.24 0.32
H: -0.26 1.94 -0.85
H: -0.67 1.39 0.79
H: 1.58 -1.58 1.07

## Properties
LUMO in eV: -2.83
Gap between HOMO and LUMO in eV: 5.9854
Net charge: 0
Relative energy (zero: lowest compared OMol25 entry of this formula, charge and spin) in eV: 4.686
Spin multiplicity: 1
HOMO energy in eV: -8.813



[8]
This record from the OMol25 dataset describes one molecule with the formula C20H26N4O3S. The level of theory is the ωB97M-V functional and the def2-TZVPD basis.

Cartesian coordinates (Å):
C: 2.69 3.11 -5.90
H: 2.94 2.05 -5.80
H: 3.58 3.70 -5.71
H: 2.36 3.29 -6.92
C: 1.59 3.50 -4.91
C: 2.02 3.25 -3.50
C: 1.78 2.09 -2.82
N: 2.21 1.89 -1.54
C: 2.85 2.84 -0.96
N: 3.16 4.01 -1.55
C: 2.78 4.31 -2.86
O: 3.08 5.38 -3.34
H: 3.65 4.73 -1.04
S: 3.40 2.61 0.69
C: 2.45 1.11 1.06
H: 2.73 0.83 2.08
H: 2.76 0.35 0.35
C: 0.96 1.43 0.95
O: 0.56 2.58 0.87
N: 0.14 0.37 0.94
C: 0.46 -1.00 1.26
H: 0.03 -1.65 0.48
C: -0.15 -1.37 2.62
N: -1.59 -1.18 2.60
C: -2.42 -2.24 2.23
C: -3.42 -2.10 1.28
C: -4.29 -3.14 0.98
C: -4.17 -4.35 1.63
C: -3.18 -4.51 2.59
C: -2.32 -3.48 2.91
O: -1.36 -3.57 3.89
C: -1.33 -4.73 4.69
H: -2.28 -4.90 5.19
H: -0.55 -4.54 5.44
H: -1.06 -5.62 4.11
H: -3.11 -5.46 3.10
H: -4.83 -5.17 1.40
H: -5.06 -2.99 0.23
H: -3.54 -1.17 0.75
C: -1.92 0.18 2.24
C: -1.30 0.59 0.89
H: -1.71 -0.01 0.07
H: -1.47 1.65 0.70
H: -1.51 0.83 3.02
H: -3.00 0.30 2.22
H: 0.27 -0.71 3.39
H: 0.09 -2.40 2.87
H: 1.54 -1.15 1.28
C: 1.00 0.95 -3.39
H: 1.00 0.13 -2.68
H: 1.45 0.61 -4.33
H: -0.02 1.25 -3.59
H: 0.67 2.95 -5.13
H: 1.39 4.57 -5.02

## Properties
SMILES: CCc1c(C)nc(SCC(=O)N2CCN(c3ccccc3OC)CC2)[nH]c1=O
LUMO in eV: 0.52
Gap between HOMO and LUMO in eV: 8.2702
Net charge: 0
Relative energy (zero: lowest compared OMol25 entry of this formula, charge and spin) in eV: 1.695
Spin multiplicity: 1
HOMO energy in eV: -7.754



[9]
This record from the OMol25 dataset describes one molecule with the formula C4H3NO2. The level of theory is the ωB97M-V functional and the def2-TZVPD basis.

Cartesian coordinates (Å):
N: 2.10 -0.01 0.59
C: 1.08 -0.01 -0.19
C: -0.06 -0.94 0.14
C: -1.30 -0.41 0.20
C: -1.36 0.95 -0.16
O: -1.77 2.01 -0.29
O: 0.69 0.68 -1.20
H: 2.77 0.69 0.28
H: 0.09 -2.01 0.22
H: -2.23 -0.94 0.41

## Properties
LUMO in eV: -1.36
Gap between HOMO and LUMO in eV: 7.6636
Net charge: 0
Relative energy (zero: lowest compared OMol25 entry of this formula, charge and spin) in eV: 3.003
Spin multiplicity: 1
HOMO energy in eV: -9.026



[10]
This record from the OMol25 dataset describes a 2-piece molecular cluster, C3H10N3S overall. The level of theory is the ωB97M-V functional and the def2-TZVPD basis.

Cartesian coordinates (Å):
C: -1.48 0.20 -0.44
C: 0.42 0.43 1.60
C: 1.68 -1.03 -0.50
N: -1.94 1.21 -1.12
N: 0.38 0.93 0.25
N: 1.21 0.41 -0.56
S: -2.41 -1.23 -0.12
H: 1.37 0.16 1.72
H: 0.07 1.11 2.35
H: -0.18 -0.49 1.57
H: 1.56 -1.47 0.52
H: 1.11 -1.56 -1.16
H: 2.70 -1.07 -0.82
H: -1.30 1.96 -1.09
H: -2.94 1.43 -1.49
H: 1.31 0.75 -1.50
H: -1.56 -1.75 0.79

## Properties
LUMO (spin up / spin down) in eV: -4.22 / -4.22
Gap between HOMO and LUMO (spin up / spin down) in eV: 8.6821 / 8.6816
Net charge: +1
Relative energy (zero: lowest compared OMol25 entry of this formula, charge and spin) in eV: 4.730
Spin multiplicity: 1
HOMO energy (spin up / spin down) in eV: -12.900 / -12.899



| no. | E_tot (eV) |
| --- | --- |
| 1 | -47313.1193 |
| 2 | -27326.6749 |
| 3 | -805682.6486 |
| 4 | -89079.0111 |
| 5 | -159427.9586 |
| 6 | -40836.1041 |
| 7 | -31371.0633 |
| 8 | -44100.8702 |
| 9 | -9778.6839 |
| 10 | -18568.1433 |